1.
Entry from OMol25: a cluster of 6 separate species, C9H28IN6O5 in total at a distorted geometry (ωB97M-V with the def2-TZVPD basis set).

Each line ends with the Löwdin charge.
Atoms and positions in Å:
I: -0.130 0.267 0.226  0.021
C: -2.309 1.019 4.005  -0.064
C: -1.881 2.437 3.571  -0.502
C: -2.160 3.408 4.700  -0.074
O: -0.469 2.407 3.358  -0.102
H: -1.730 0.857 4.917  0.080
H: -2.051 0.293 3.236  0.051
H: -3.364 0.955 4.276  0.070
H: -2.369 2.741 2.640  0.132
H: -1.425 3.262 5.491  0.080
H: -3.162 3.241 5.104  0.071
H: -2.160 4.455 4.388  0.072
H: -0.323 1.698 2.717  -0.044
C: 1.995 -3.013 -1.523  -0.066
C: 1.275 -3.973 -0.567  -0.494
C: 2.096 -5.222 -0.348  -0.072
O: 1.123 -3.335 0.706  -0.107
H: 2.342 -3.529 -2.424  0.073
H: 2.787 -2.481 -1.008  0.063
H: 1.258 -2.312 -1.927  0.059
H: 0.258 -4.195 -0.903  0.133
H: 2.085 -5.912 -1.190  0.074
H: 1.674 -5.771 0.502  0.076
H: 3.117 -4.971 -0.057  0.080
H: 0.597 -2.534 0.576  -0.035
C: 4.344 0.315 1.123  -0.691
O: 5.547 0.463 1.300  -0.010
N: 3.475 1.365 1.009  0.145
N: 3.733 -0.911 1.100  0.153
H: 3.892 2.271 0.928  0.095
H: 2.482 1.208 0.971  -0.035
H: 2.738 -1.032 1.005  0.031
H: 4.339 -1.686 1.288  0.097
C: -3.445 -0.436 -2.835  -0.677
O: -4.291 -0.742 -3.655  0.005
N: -2.925 0.841 -2.739  0.149
N: -3.032 -1.288 -1.841  0.139
H: -2.050 1.058 -2.295  0.021
H: -3.520 1.607 -2.988  0.091
H: -3.628 -2.095 -1.784  0.090
H: -2.338 -1.119 -1.134  -0.027
C: -0.660 2.891 -3.553  -0.708
O: -1.590 3.523 -3.083  0.005
N: -0.556 2.609 -4.896  0.143
N: 0.366 2.421 -2.783  0.143
H: -1.362 2.736 -5.476  0.096
H: 0.108 1.894 -5.136  0.084
H: 1.134 1.931 -3.198  0.089
H: 0.162 2.387 -1.796  -0.005

Its spin multiplicity is 1. The lowest unoccupied orbital energy is 2.7 eV. As for the orbital gap: 8.5 eV. Its net charge is -1. The calculation puts the electronic energy at -37072.924 eV. The value obtained for the HOMO energy is -5.7 eV. The calculation puts the energy above the lowest of the compared OMol25 structures with the same formula, charge and spin at 35.32 kJ/mol.

---

2.
Entry from OMol25: a structure of composition C9H28NaO13P3 at a distorted geometry (ωB97M-V with the def2-TZVPD basis set).

Each line ends with the Löwdin charge.
Atoms and positions in Å:
Na: -2.181 1.329 2.968  0.807
O: -2.725 -2.545 4.980  -0.614
H: -2.056 -2.947 4.391  -0.201
C: 5.219 1.383 2.709  -0.128
O: 5.571 0.201 2.037  -0.240
P: 4.447 -0.914 1.555  0.376
O: 3.125 -0.326 1.431  -0.227
O: 5.031 -1.366 0.130  -0.191
C: 6.362 -1.849 0.146  -0.128
O: 4.634 -2.190 2.420  -0.200
C: 4.683 -2.135 3.883  -0.041
H: 5.693 2.227 2.209  0.089
H: 5.587 1.392 3.735  0.080
H: 4.134 1.481 2.745  0.078
H: 6.264 -2.932 0.069  0.089
H: 6.987 -1.626 1.011  0.085
H: 6.931 -1.572 -0.741  0.090
H: 5.555 -2.775 4.020  0.088
H: 3.857 -2.641 4.382  0.099
H: 5.055 -1.225 4.353  0.086
C: -6.667 -6.345 -2.473  -0.110
O: -5.882 -7.381 -1.864  -0.232
P: -5.088 -7.008 -0.490  0.492
O: -5.948 -6.288 0.538  -0.262
O: -4.301 -8.380 -0.020  -0.240
C: -3.711 -9.193 -1.036  -0.100
O: -3.849 -6.150 -0.992  -0.226
C: -2.774 -5.836 -0.190  -0.129
H: -7.708 -6.666 -2.509  0.091
H: -6.246 -6.113 -3.452  0.086
H: -6.693 -5.335 -2.064  0.086
H: -2.659 -8.934 -0.914  0.086
H: -3.996 -8.923 -2.053  0.083
H: -3.935 -10.221 -0.752  0.094
H: -2.498 -6.610 0.525  0.094
H: -2.710 -4.797 0.133  0.102
H: -1.946 -6.027 -0.873  0.086
C: 0.340 5.892 -2.826  -0.128
O: -0.538 6.930 -2.518  -0.250
P: -0.642 7.638 -1.045  0.431
O: -0.919 6.638 -0.034  -0.227
O: 0.815 8.349 -0.949  -0.223
C: 0.818 9.750 -0.496  -0.083
O: -1.712 8.867 -1.165  -0.224
C: -1.981 9.342 -2.522  -0.094
H: 1.191 5.760 -2.157  0.090
H: 0.917 6.317 -3.647  0.087
H: -0.144 4.962 -3.124  0.095
H: 0.224 9.778 0.418  0.089
H: 0.710 10.531 -1.248  0.091
H: 1.778 9.971 -0.031  0.081
H: -1.143 9.364 -3.219  0.091
H: -2.463 10.306 -2.360  0.088
H: -2.810 8.843 -3.023  0.086

Its spin multiplicity is 1. The lowest unoccupied orbital energy is -1.7 eV. As for the orbital gap: 3.8 eV. The calculation puts the electronic energy at -68688.205 eV. The value obtained for the HOMO energy is -5.5 eV. The calculation puts the energy above the lowest of the compared OMol25 structures with the same formula, charge and spin at 363.72 kJ/mol.

---

3.
Entry from OMol25: a cluster of 3 separate species, C9H29B3O11P2 in total at a distorted geometry (ωB97M-V with the def2-TZVPD basis set).

Each line ends with the Löwdin charge.
Atoms and positions in Å:
C: -5.302 0.697 -0.444  -0.096
C: -5.227 0.591 -1.989  -0.167
B: -5.505 -0.892 -2.464  -0.409
O: -6.694 -1.229 -3.117  0.096
B: -4.334 -2.085 -2.226  -0.001
C: -3.416 -2.425 -3.462  -0.053
B: -1.886 -2.365 -3.074  -0.674
O: -1.113 -3.512 -3.103  0.150
O: -1.284 -1.197 -2.681  0.168
H: -5.657 1.681 -0.150  0.071
H: -5.916 -0.084 0.003  0.075
H: -4.303 0.568 -0.024  0.062
H: -4.215 0.876 -2.297  0.091
H: -5.951 1.270 -2.447  0.097
H: -6.679 -0.887 -4.017  0.103
H: -4.141 -2.638 -1.180  0.075
H: -3.677 -3.442 -3.764  0.115
H: -3.610 -1.725 -4.283  0.098
H: -0.494 -3.501 -3.838  0.106
H: -1.897 -0.457 -2.723  0.095
C: -1.050 1.827 1.547  -0.079
O: -0.764 2.964 0.710  -0.206
P: 0.729 3.320 0.255  0.404
O: 0.575 4.351 -0.776  -0.236
O: 1.140 1.862 -0.294  -0.271
C: 0.766 1.493 -1.626  -0.081
O: 2.141 3.568 0.979  -0.209
C: 2.198 3.933 2.372  -0.088
H: -1.668 2.155 2.380  0.089
H: -1.606 1.102 0.954  0.086
H: -0.148 1.352 1.929  0.076
H: 0.102 2.228 -2.080  0.086
H: 0.263 0.527 -1.590  0.067
H: 1.669 1.400 -2.227  0.094
H: 1.738 3.169 3.001  0.083
H: 1.707 4.893 2.539  0.091
H: 3.247 4.022 2.639  0.086
C: 5.042 0.357 1.888  -0.086
O: 5.006 -0.891 1.176  -0.201
P: 4.210 -2.147 1.738  0.373
O: 4.128 -3.165 0.694  -0.225
O: 2.804 -1.410 2.039  -0.248
C: 1.845 -1.320 0.981  -0.088
O: 4.328 -2.786 3.190  -0.198
C: 5.519 -2.589 3.977  -0.083
H: 6.079 0.676 1.978  0.089
H: 4.489 1.094 1.306  0.090
H: 4.597 0.281 2.879  0.080
H: 2.251 -1.652 0.027  0.087
H: 1.537 -0.278 0.891  0.060
H: 0.981 -1.934 1.234  0.092
H: 5.698 -1.529 4.160  0.078
H: 6.385 -3.029 3.482  0.093
H: 5.362 -3.088 4.928  0.089

Its spin multiplicity is 1. The lowest unoccupied orbital energy is 0.2 eV. As for the orbital gap: 9.3 eV. As for the SMILES: CCB(O)BCB(O)O.COP(=O)(OC)OC.COP(=O)(OC)OC. The calculation puts the electronic energy at -52937.768 eV. The value obtained for the HOMO energy is -9.1 eV. The calculation puts the energy above the lowest of the compared OMol25 structures with the same formula, charge and spin at 0.00 kJ/mol.

---

4.
Entry from OMol25: a cluster of 2 separate species, C9H2ClNO2 in total at a distorted geometry (ωB97M-V with the def2-TZVPD basis set).

Each line ends with the Mulliken spin population.
Atoms and positions in Å:
C: 2.696 -1.911 -0.539  0.476
C: 3.828 -1.446 -0.892  -0.249
C: 2.032 0.483 -0.666  0.248
C: 3.254 0.695 -1.089  -0.415
C: -0.021 -2.623 0.298  -0.017
C: 1.643 -0.991 -0.357  -0.062
C: 4.114 -0.252 -1.186  0.412
C: 0.382 -1.272 0.050  0.342
C: -0.691 -0.279 0.217  0.019
N: -0.286 -3.753 0.432  0.175
O: -0.603 0.919 0.197  0.070
O: -1.852 -0.943 0.456  0.018
Cl: 6.002 0.323 1.124  0.972
H: 1.255 1.115 -0.559  0.013
H: -2.706 -0.464 0.432  -0.001

Its spin multiplicity is 3. The lowest unoccupied orbital energy (alpha / beta) is -1.5 / -4.3 eV. As for the orbital gap (alpha / beta): 7.4 / 5.8 eV. The calculation puts the electronic energy at -27462.077 eV. The value obtained for the HOMO energy (alpha / beta) is -8.9 / -10.0 eV.

---

5.
Entry from OMol25: a structure of composition C9H30AgN7O6 at a distorted geometry (ωB97M-V with the def2-TZVPD basis set).

Each line ends with the Löwdin charge.
Atoms and positions in Å:
Ag: 23.152 7.774 -7.214  0.733
O: 23.613 8.620 -9.278  -0.481
H: 23.350 8.943 -10.162  -0.041
C: 20.233 5.100 -6.725  -0.053
C: 20.891 5.467 -8.144  -0.272
O: 20.911 6.873 -8.160  -0.158
H: 20.847 5.503 -5.921  0.057
H: 20.277 4.013 -6.656  0.060
H: 19.223 5.503 -6.642  0.056
H: 20.323 4.995 -8.946  0.107
H: 21.950 5.225 -8.231  0.085
H: 20.426 7.175 -8.932  0.077
C: 21.207 11.035 -8.801  -0.778
O: 20.364 11.891 -8.590  0.006
N: 21.027 9.917 -9.437  0.166
N: 22.438 11.104 -8.285  0.152
H: 20.184 9.821 -9.985  0.122
H: 21.836 9.324 -9.560  0.037
H: 23.040 10.329 -8.524  0.022
H: 22.707 11.691 -7.508  0.108
C: 25.335 5.205 -7.550  -0.735
O: 24.238 5.573 -7.074  -0.052
N: 25.819 4.000 -7.586  0.170
N: 25.985 6.026 -8.305  0.189
H: 25.158 3.261 -7.392  0.124
H: 26.710 3.782 -8.007  0.114
H: 26.903 5.709 -8.580  0.117
H: 25.592 6.953 -8.385  0.084
C: 25.971 9.273 -6.775  -0.790
O: 25.240 8.441 -6.232  -0.025
N: 25.892 9.652 -7.975  0.169
N: 26.789 10.093 -6.200  0.159
H: 26.420 10.455 -8.285  0.125
H: 25.001 9.467 -8.412  0.039
H: 27.479 10.692 -6.630  0.121
H: 26.804 9.912 -5.206  0.120
C: 20.119 9.619 -3.793  -0.076
C: 20.205 8.814 -5.054  -0.378
C: 19.267 9.315 -6.228  -0.221
O: 17.923 9.204 -6.007  -0.176
C: 17.119 8.462 -6.957  -0.056
N: 21.672 8.769 -5.405  0.017
H: 20.625 9.096 -2.981  0.076
H: 19.064 9.712 -3.535  0.082
H: 20.611 10.584 -3.913  0.083
H: 19.970 7.775 -4.824  0.126
H: 19.628 8.828 -7.134  0.093
H: 19.503 10.359 -6.437  0.120
H: 16.134 8.402 -6.495  0.084
H: 17.430 7.418 -6.987  0.073
H: 17.108 8.999 -7.906  0.091
H: 22.091 8.354 -4.585  0.071
H: 21.965 9.725 -5.548  0.060

Its spin multiplicity is 1. The lowest unoccupied orbital energy is 0.5 eV. As for the orbital gap: 8.8 eV. The calculation puts the electronic energy at -36534.349 eV. The value obtained for the HOMO energy is -8.4 eV. The calculation puts the energy above the lowest of the compared OMol25 structures with the same formula, charge and spin at 0.00 kJ/mol.

---

Question: Which value of spin multiplicity does entry 3 give?
Answer: 1

---

Question: Look up the electronic energy of the fifth one.
Answer: -36534.349 eV